{
  "formula": "C15H21NO6S2",
  "method": "ωB97M-V/def2-TZVPD",
  "largest_force_ev_per_a": 0.81,
  "homo_ev": -8.26,
  "total_charge": 0,
  "e_lumo_ev": 0.20,
  "homo_lumo_gap_ev": 8.5,
  "smiles": "CCOC(=O)C(=CNc1cscc1S(=O)(=O)C(C)C)C(=O)OCC",
  "e_tot_ha": -1886.761315,
  "species": ["H", "H", "H", "H", "H", "H", "C", "N", "S", "C", "C", "C", "H", "H", "C", "O", "H", "C", "C", "S", "O", "H", "O", "H", "H", "H", "H", "C", "O", "C", "H", "H", "H", "C", "C", "C", "O", "H", "H", "H", "C", "O", "C", "H", "C"],
  "positions_angstrom": [[1.84, 2.36, -2.67], [-1.98, 3.73, -0.47], [3.76, -3.99, -1.49], [3.14, -5.02, 1.33], [0.22, 2.44, -4.56], [0.72, -2.15, 1.03], [3.28, -5.18, 0.26], [-0.55, -0.54, 0.73], [-3.04, 1.38, 0.72], [3.60, -3.86, -0.42], [-3.44, -0.34, 2.87], [-2.33, 2.89, 1.46], [2.38, -5.60, -0.15], [-0.43, 3.57, 2.20], [-1.47, -0.79, 1.71], [0.70, 1.32, -0.83], [2.45, 1.40, -4.05], [0.29, 1.56, -3.93], [-2.64, 0.03, 1.84], [-2.80, -1.68, 3.73], [-4.47, 1.51, 0.71], [-3.60, 4.03, 0.17], [2.50, -2.97, -0.22], [-0.75, 1.87, 2.52], [4.11, -5.87, 0.12], [-2.93, 3.06, 2.35], [-0.32, 2.40, 0.88], [-0.87, 2.66, 1.79], [3.58, -1.44, -1.45], [0.55, -1.25, 0.45], [4.50, -3.40, 0.00], [-0.78, 0.24, 0.10], [-0.68, -2.50, 2.85], [2.61, -1.76, -0.81], [-2.55, 3.98, 0.43], [-1.43, -1.75, 2.69], [1.81, 0.31, -2.49], [-4.38, 0.10, 3.15], [0.10, 0.67, -4.53], [-2.22, 4.95, 0.80], [1.28, 0.35, -1.28], [-2.39, 1.09, -0.53], [1.45, -0.91, -0.53], [-0.48, 1.62, -3.16], [1.67, 1.48, -3.29]]
}